1.
Here is a cluster of 2 separate species, C5H11NO in total at a distorted geometry from OMol25. Energies are from wB97M-V/def2-TZVPD.

```
18
Properties=species:S:1:pos:R:3:forces:R:3
C -2.5645 1.9803 -0.4702 -0.3 -1.0 -0.1
C -2.1927 0.6995 -0.5599 -0.8 0.9 0.4
C -1.3610 -0.0238 0.4583 0.1 0.5 -0.3
C 0.0368 -0.2942 -0.0435 -0.1 0.3 -1.2
C 1.0195 0.5838 0.2316 -0.9 -1.5 1.9
N 2.3847 0.3229 0.2887 0.5 0.4 -1.2
H -3.2649 2.3404 -1.2149 0.2 0.4 0.1
H -2.3282 2.5872 0.3913 0.2 0.2 -0.1
H -2.6518 0.1535 -1.3775 0.4 -0.3 -0.1
H -1.2392 0.5846 1.3584 -0.3 0.1 0.0
H -1.9229 -0.9112 0.7630 0.4 -0.2 0.0
H 0.1077 -1.0321 -0.8463 0.4 -0.3 0.4
H 0.6805 1.3552 0.9225 0.5 0.4 -0.2
H 2.9688 1.1417 0.2131 0.0 0.2 0.2
H 2.7395 -0.3429 -0.3908 -0.2 -0.1 0.1
O 2.8763 -2.9578 0.2851 -0.2 0.8 0.0
H 2.5861 -3.7896 -0.0584 0.0 -1.1 -0.3
H 2.1252 -2.3974 0.0494 0.1 0.2 0.3
```
Forces are in eV/Å.

Calculated total energy   -327.03936 Ha
Energy above the lowest of the compared OMol25 structures with the same formula, charge and spin   57.7 kcal/mol
SMILES   C=CC/C=C/N.O

Mulliken population analysis, charges in e, atoms 1 to 2: -0.808 0.034

2.
Here is a cluster of 2 separate species, C4H5ClN2O2 in total at a distorted geometry from OMol25. Energies are from wB97M-V/def2-TZVPD.

```
14
Properties=species:S:1:pos:R:3:forces:R:3
C -1.0914 -1.1879 -0.9411 1.0 1.3 1.5
C 1.7510 -0.0451 -0.2092 -0.4 1.8 -1.1
C 0.5989 -0.2570 0.8240 0.8 2.6 -1.1
C -0.5887 -0.2122 -0.0101 -2.7 -0.7 0.1
N -1.5544 -1.8105 -1.7787 -0.3 -1.0 -0.8
N -1.2016 1.1268 -0.3564 0.3 -0.9 0.3
O -1.7951 1.1959 -1.3932 -0.3 0.1 -0.8
O -1.0740 1.9829 0.4601 0.5 1.2 0.9
Cl -2.7552 -0.4654 1.8018 1.0 0.0 -0.8
H 2.6723 -0.1887 0.2190 2.2 -1.0 1.6
H 1.7588 -0.7032 -1.0955 -0.5 0.5 0.3
H 1.9337 1.0562 -0.4690 -1.2 -1.4 -0.2
H 0.5969 0.6017 1.5278 -0.2 -0.4 -0.6
H 0.7489 -1.0936 1.4206 -0.1 -1.9 0.6
```
Forces are in eV/Å.

Calculated total energy   -875.37036 Ha
Energy above the lowest of the compared OMol25 structures with the same formula, charge and spin   165.1 kcal/mol

Mulliken population analysis, charges in e, atoms 1 to 2: 0.656 -1.142

3.
Here is the ion C10H13N2 with charge +1 at a distorted geometry from OMol25. Energies are from wB97M-V/def2-TZVPD.

```
25
Properties=species:S:1:pos:R:3:forces:R:3
C -3.4839 0.9253 -0.0450 1.9 1.6 1.1
C -2.7291 -0.1193 -0.1615 -1.3 1.5 -0.3
N -2.2712 -1.2084 -0.4259 -0.3 0.3 0.5
C -1.2263 -1.9258 -0.2761 -0.7 0.1 -0.6
C -0.0114 -1.3350 0.0269 1.4 1.8 0.5
C 1.1513 -1.9892 -0.1783 -0.2 -0.6 0.3
C 2.4013 -1.3614 -0.0085 -0.8 2.5 -0.3
C 2.4594 0.0096 0.1085 -0.7 -0.8 -0.9
C 1.1804 0.8535 -0.0654 0.6 1.3 0.4
C 1.1475 1.6140 -1.4667 1.2 0.8 1.6
N 0.0221 0.0639 0.3547 0.2 0.0 -0.6
C -0.3859 0.3849 1.7146 0.0 1.9 -0.2
H -3.2908 1.9451 0.3485 1.0 -1.0 -0.3
H -4.4886 0.9497 -0.2303 -2.7 -1.0 -0.7
H -1.3988 -2.9218 -0.5470 0.5 -1.6 -0.2
H 1.1573 -3.0283 -0.4545 -0.2 -0.3 -0.2
H 3.2041 -1.9739 -0.2724 1.7 -0.5 0.4
H 3.4303 0.4885 0.1116 0.0 0.2 0.1
H 1.1222 1.8033 0.6083 0.7 -2.0 -0.6
H 2.2641 1.9362 -1.6261 -2.3 0.1 0.3
H 0.3909 2.4673 -1.3083 1.5 -1.1 -0.7
H 0.9246 1.0340 -2.3376 -0.5 -0.6 -0.3
H -0.9451 -0.4513 1.9577 -1.5 -1.3 1.4
H 0.4023 0.5262 2.4881 -0.1 -0.2 -0.8
H -1.0269 1.3128 1.6846 0.6 -0.9 0.3
```
Forces are in eV/Å.

Net charge   +1
Calculated total energy   -497.94986 Ha
Energy above the lowest of the compared OMol25 structures with the same formula, charge and spin   125.2 kcal/mol
SMILES   C=C=[N+]=CC1=CC=C[C@@H](C)N1C

Mulliken population analysis, charges in e, atoms 1 to 2: -1.056 1.004

4.
Here is a cluster of 2 separate species, C2H6Cl5NSi2 in total at a distorted geometry from OMol25. Energies are from wB97M-V/def2-TZVPD.

```
16
Properties=species:S:1:pos:R:3:forces:R:3
Cl -3.5997 -1.9966 0.0060 0.0 -0.3 -0.1
Si -3.4543 -1.2201 1.8650 0.2 0.6 0.1
Cl -2.4627 -2.2584 3.2594 0.5 -0.3 -0.1
Cl -5.2359 -1.0367 2.7031 -1.8 -0.3 0.4
Cl -3.0266 0.7519 1.6724 0.7 0.2 -0.2
C 0.3370 0.8873 0.2878 1.9 -0.3 0.1
C 0.1796 -0.0849 1.4584 1.4 -1.3 0.1
N -0.2357 -1.4615 1.1603 -0.7 0.3 -0.9
Si -0.2954 -2.4672 -0.0627 -0.4 0.5 -0.1
Cl -1.0344 -4.3717 -0.0106 0.3 0.2 0.5
H -0.6297 1.1432 -0.1829 0.6 0.2 0.4
H 1.0381 1.7308 0.5932 -1.6 -0.4 -0.2
H 0.9966 0.4062 -0.4486 -0.5 -0.1 -0.3
H 1.0929 -0.3306 2.0290 0.4 0.9 -0.6
H -0.3705 0.4233 2.2194 -1.2 -0.2 0.5
H -0.1226 -2.3372 -1.5355 0.2 0.3 0.4
```
Forces are in eV/Å.

Calculated total energy   -3014.70142 Ha
Energy above the lowest of the compared OMol25 structures with the same formula, charge and spin   0.0 kcal/mol
SMILES   Cl[Si](Cl)(Cl)Cl.CC/N=[SiH]/Cl

Mulliken population analysis, charges in e, atoms 1 to 2: -0.205 0.842

5.
Here is a structure of composition C3H5BaLiO3 at a distorted geometry from OMol25. Energies are from wB97M-V/def2-TZVPD.

```
13
Properties=species:S:1:pos:R:3:forces:R:3
C -0.1623 -0.5087 -3.5369 2.8 0.3 -3.0
C 1.2188 -0.4091 -3.8106 -2.5 -0.7 -1.3
H -0.6301 -1.4897 -3.6498 -0.1 0.3 1.0
H -0.7511 0.4051 -3.6534 -0.1 -0.4 0.7
H 1.6920 -1.3267 -4.1744 0.1 0.1 0.7
H 1.5355 0.4487 -4.4126 0.2 0.3 1.1
H 1.3519 -0.2483 -2.0595 -3.5 -0.1 1.2
O -0.5486 0.4431 0.5247 -0.7 0.7 1.0
C -0.0610 0.7292 -0.6255 0.3 -0.5 -0.3
O -0.0106 1.8689 -1.0792 -0.1 0.3 0.2
O 0.3455 -0.3768 -1.2793 3.2 0.1 -0.6
Ba 0.1625 -1.8697 1.2327 0.0 -0.1 -0.2
Li -0.9356 2.4118 0.6638 0.3 -0.4 -0.5
```
Forces are in eV/Å.

Expectation value of S²   0.7503
Multiplicity   2
Net charge   +1
Calculated total energy   -375.78960 Ha
Energy above the lowest of the compared OMol25 structures with the same formula, charge and spin   0.0 kcal/mol

Mulliken population analysis, charges in e, atoms 1 to 2: -0.147 -0.934

6.
Here is a structure of composition C16H10BrCoF5O at a distorted geometry from OMol25. Energies are from wB97M-V/def2-TZVPD.

```
34
Properties=species:S:1:pos:R:3:forces:R:3
C -1.6068 -0.7715 -2.0933 -1.3 1.1 -0.5
C -1.2765 -1.2403 -0.8206 -0.6 0.0 0.9
C -1.0770 -0.1588 0.0465 -0.7 1.2 -0.8
H -1.2443 -2.2744 -0.5303 0.0 -0.2 0.1
C -1.1382 1.0595 -0.7329 -0.7 -1.1 1.0
C -1.5276 0.7103 -2.0273 -1.9 -0.5 -0.6
H -1.6940 1.4265 -2.8547 -0.2 -0.6 1.0
H -1.8205 -1.4122 -2.9708 -0.2 0.8 1.0
H -1.1756 -0.1833 1.1149 0.8 -0.1 0.2
H -1.0549 2.0729 -0.3678 0.2 -0.1 0.1
Co 0.3405 -0.0112 -2.2454 -0.8 1.3 6.7
Br 2.5290 0.7429 -0.7251 0.4 0.5 0.5
C 1.9559 0.4628 -3.3785 0.2 -0.9 -2.3
C 0.8093 1.2173 -3.7872 2.0 1.0 -1.4
C -0.2119 0.3336 -4.1421 0.1 -1.5 -2.8
H 0.7790 2.3076 -3.8505 0.0 -0.4 0.0
C 0.2359 -1.0155 -3.8670 0.3 -0.6 -2.9
C 1.5454 -0.9467 -3.3349 2.5 0.1 -2.5
H 2.2046 -1.7715 -3.1012 -0.1 0.1 0.1
H 2.9891 0.8002 -3.3576 -0.7 0.1 0.7
H -1.1756 0.5829 -4.5922 0.4 -0.1 0.5
H -0.3069 -1.9365 -4.1116 0.3 0.5 0.3
F 2.4226 0.2319 6.1407 0.2 -0.2 0.6
C 1.9276 -0.0958 4.9199 0.0 1.0 -0.1
C 1.6491 0.9313 4.0255 -0.1 0.5 -0.4
F 1.8702 2.2377 4.3438 -0.1 -0.2 0.6
C 1.2041 0.6857 2.7611 -0.1 -2.1 -0.9
F 0.8350 1.6679 1.9357 0.1 0.5 0.0
C 1.2396 -0.6874 2.2367 0.4 -0.7 -0.1
O 1.1827 -1.0934 1.0676 -0.7 0.5 -0.2
C 1.4585 -1.7259 3.2063 0.0 1.8 0.8
F 1.4251 -2.9752 2.7378 0.1 -0.6 0.4
C 1.8167 -1.3995 4.4899 0.3 -1.5 0.3
F 2.1663 -2.4010 5.3741 -0.2 0.4 -0.1
```
Forces are in eV/Å.

Expectation value of S²   3.7927
Multiplicity   4
Net charge   -2
Calculated total energy   -5146.86180 Ha

Mulliken population analysis, charges in e, atoms 1 to 2: -0.405 -1.036

> Which formula does entry 1 have?

C5H11NO

> Which of these has the lowest calculated total energy?

C16H10BrCoF5O

> calculated total energy of number 3 (C10H13N2)?

-497.94986 Ha